[1]
This record from OMol25 describes 2 unconnected molecules or ions with the total composition C14H17N3. The level of theory is ωB97M-V/def2-TZVPD.

Computed properties:
Total energy (eV): -19263.923
LUMO (eV): 0.9
Strongest force on any atom (eV/A): 2.1
Orbital gap (eV): 8.6
Structure (SMILES): Cc1c[nH]c2ccccc12.CCc1c[nH]cn1
Energy above the lowest of the compared OMol25 structures with the same formula, charge and spin (kJ/mol): 51.5

The geometry in XYZ format:
```
34
Properties=species:S:1:pos:R:3:nbo_charge:R:1
C -5.171 0.258 -0.813 -0.6260
C -4.415 -0.885 -0.259 -0.1111
C -4.928 -1.949 0.424 -0.0327
N -3.873 -2.790 0.792 -0.5396
C -2.691 -2.116 0.569 0.1364
C -1.424 -2.615 0.907 -0.2438
C -0.393 -1.836 0.397 -0.2084
C -0.619 -0.637 -0.294 -0.2464
C -1.884 -0.148 -0.572 -0.1994
C -2.963 -0.956 -0.173 -0.0417
H -4.649 1.208 -0.671 0.2126
H -6.184 0.383 -0.433 0.2187
H -5.273 0.183 -1.907 0.2132
H -5.932 -2.236 0.685 0.2097
H -3.949 -3.716 1.159 0.4078
H -1.270 -3.469 1.544 0.2160
H 0.629 -2.015 0.718 0.2121
H 0.226 -0.006 -0.522 0.2102
H -2.053 0.820 -1.020 0.2100
C 2.957 2.298 -1.897 -0.6017
C 2.575 1.307 -0.778 -0.4308
C 3.589 1.274 0.316 0.1052
C 4.951 1.430 0.195 -0.1358
N 5.436 1.245 1.468 -0.5206
C 4.370 1.015 2.300 0.1669
N 3.253 1.068 1.623 -0.4575
H 3.446 3.195 -1.531 0.2112
H 2.035 2.590 -2.403 0.2097
H 3.615 1.843 -2.637 0.1998
H 1.649 1.647 -0.304 0.2192
H 2.337 0.342 -1.218 0.2153
H 5.602 1.271 -0.649 0.2149
H 6.421 1.159 1.648 0.4117
H 4.577 0.834 3.339 0.1950
```

***

[2]
This record from OMol25 describes 3 unconnected molecules or ions with the total composition C14H17N3. The level of theory is ωB97M-V/def2-TZVPD.

Computed properties:
Total energy (eV): -19263.222
LUMO (eV): 0.6
Strongest force on any atom (eV/A): 1.5
Orbital gap (eV): 9.9
Structure (SMILES): c1ccncc1.c1ccncc1.CCCC#N
Energy above the lowest of the compared OMol25 structures with the same formula, charge and spin (kJ/mol): 119.1

The geometry in XYZ format:
```
34
Properties=species:S:1:pos:R:3:nbo_charge:R:1
C 1.666 0.295 -4.169 -0.1732
C 2.034 1.241 -3.230 -0.2604
C 1.109 2.210 -2.880 0.0288
N -0.086 2.307 -3.442 -0.4183
C -0.439 1.399 -4.345 0.0256
C 0.396 0.361 -4.720 -0.2646
H 2.350 -0.521 -4.364 0.2220
H 3.000 1.232 -2.743 0.2247
H 1.374 2.996 -2.180 0.1971
H -1.406 1.536 -4.816 0.1984
H 0.127 -0.338 -5.502 0.2233
C 0.523 0.986 4.868 -0.1774
C 0.906 0.502 6.117 -0.2621
C 1.264 -0.834 6.224 0.0273
N 1.296 -1.654 5.180 -0.4202
C 0.928 -1.186 3.984 0.0346
C 0.568 0.138 3.782 -0.2636
H 0.365 2.054 4.783 0.2126
H 0.914 1.179 6.961 0.2148
H 1.613 -1.261 7.158 0.1900
H 0.942 -1.930 3.200 0.2228
H 0.485 0.483 2.758 0.2190
C -3.073 -1.126 -1.000 -0.6156
C -1.887 -0.231 -1.351 -0.3800
C -0.572 -1.000 -1.415 -0.5227
C -0.204 -1.611 -0.147 0.3059
N 0.092 -2.082 0.856 -0.3543
H -3.214 -1.869 -1.794 0.2005
H -4.020 -0.585 -0.998 0.2173
H -2.928 -1.644 -0.055 0.2182
H -1.802 0.558 -0.599 0.2086
H -2.028 0.308 -2.286 0.2168
H 0.193 -0.227 -1.581 0.2564
H -0.487 -1.684 -2.255 0.2478
```

***

[3]
This record from OMol25 describes 2 unconnected molecules or ions with the total composition C14H17N3. The level of theory is ωB97M-V/def2-TZVPD.

Computed properties:
Total energy (eV): -19262.149
LUMO (eV): 0.8
Strongest force on any atom (eV/A): 4.7
Orbital gap (eV): 8.7
Structure (SMILES): Cc1c[nH]c2ccccc12.CCc1c[nH]cn1
Energy above the lowest of the compared OMol25 structures with the same formula, charge and spin (kJ/mol): 222.6

The geometry in XYZ format:
```
34
Properties=species:S:1:pos:R:3:nbo_charge:R:1
C 2.886 0.541 -1.014 -0.6397
C 2.410 1.603 -0.036 -0.0310
C 1.954 2.922 -0.340 -0.0554
N 1.449 3.534 0.919 -0.5729
C 1.486 2.479 1.881 0.1525
C 1.173 2.507 3.241 -0.2381
C 1.208 1.292 3.963 -0.2047
C 1.863 0.171 3.458 -0.2366
C 2.240 0.184 2.115 -0.1994
C 2.166 1.356 1.344 -0.1125
H 2.135 0.617 -1.821 0.2356
H 2.747 -0.424 -0.435 0.2112
H 3.913 0.627 -1.334 0.2246
H 2.224 3.520 -1.263 0.2229
H 0.444 3.863 0.911 0.3992
H 0.624 3.340 3.737 0.2173
H 0.869 1.228 4.987 0.2100
H 1.948 -0.722 4.086 0.2139
H 2.591 -0.725 1.641 0.2025
C -2.931 -1.256 -3.850 -0.5885
C -3.361 -1.023 -2.372 -0.4264
C -2.637 -1.792 -1.391 0.0535
C -2.610 -3.070 -0.869 -0.0825
N -1.548 -3.244 0.030 -0.5546
C -0.943 -1.947 0.094 0.1530
N -1.603 -1.109 -0.715 -0.4558
H -3.642 -0.652 -4.468 0.2096
H -2.952 -2.318 -4.049 0.2018
H -1.797 -0.800 -3.963 0.2047
H -3.198 0.153 -2.294 0.2353
H -4.513 -1.215 -2.304 0.2081
H -3.219 -3.890 -1.130 0.2045
H -1.349 -4.076 0.616 0.4265
H -0.030 -1.674 0.626 0.2112
```

***

[4]
This record from OMol25 describes 2 unconnected molecules or ions with the total composition C14H17N3. The level of theory is ωB97M-V/def2-TZVPD.

Computed properties:
Total energy (eV): -19261.729
LUMO (eV): -1.1
Strongest force on any atom (eV/A): 3.1
Orbital gap (eV): 7.2
Structure (SMILES): N#CC(C#N)=Cc1ccccc1.CCNCC
Energy above the lowest of the compared OMol25 structures with the same formula, charge and spin (kJ/mol): 263.1

The geometry in XYZ format:
```
34
Properties=species:S:1:pos:R:3:nbo_charge:R:1
N -3.224 -1.900 -2.262 -0.2727
C -2.232 -1.859 -1.638 0.2722
C -1.015 -1.794 -0.886 -0.3112
C -0.043 -2.790 -1.210 0.2693
N 0.726 -3.617 -1.530 -0.2722
C -0.863 -0.967 0.199 0.0089
C 0.203 -1.177 1.165 -0.1240
C 1.539 -1.464 0.821 -0.1966
C 2.437 -1.863 1.811 -0.1503
C 2.013 -2.008 3.139 -0.2052
C 0.717 -1.603 3.494 -0.2150
C -0.153 -1.116 2.528 -0.1687
H -1.730 -0.406 0.561 0.2376
H 1.864 -1.370 -0.220 0.2298
H 3.462 -2.099 1.529 0.2156
H 2.693 -2.413 3.889 0.2222
H 0.377 -1.682 4.525 0.2227
H -1.154 -0.753 2.776 0.2154
C -2.522 2.103 -2.338 -0.6100
C -1.573 1.347 -1.413 -0.1818
N -0.385 2.032 -1.096 -0.6629
C 0.753 1.528 -0.434 -0.1845
C 1.923 2.506 -0.395 -0.6090
H -3.374 1.453 -2.557 0.2266
H -2.886 3.023 -1.868 0.2046
H -2.002 2.337 -3.275 0.2077
H -2.093 1.127 -0.469 0.1449
H -1.331 0.388 -1.893 0.1655
H -0.298 2.968 -1.468 0.3726
H 0.456 1.254 0.589 0.1607
H 1.084 0.591 -0.909 0.1543
H 2.725 2.090 0.218 0.2184
H 2.300 2.665 -1.412 0.2080
H 1.606 3.467 0.027 0.2071
```

***

[5]
This record from OMol25 describes a molecular structure, C14H17N3SeZn. The level of theory is ωB97M-V/def2-TZVPD.

Computed properties:
Total energy (eV): -133025.557
LUMO (eV): -1.0
Strongest force on any atom (eV/A): 5.7
Orbital gap (eV): 5.7
Energy above the lowest of the compared OMol25 structures with the same formula, charge and spin (kJ/mol): 265.9

The geometry in XYZ format:
```
36
Properties=species:S:1:pos:R:3:nbo_charge:R:1
C -2.815 -0.524 0.691 -0.7725
C -2.660 0.413 -0.674 -0.7243
H -2.681 -1.582 0.449 0.2248
H -3.881 -0.373 0.923 0.2622
H -2.344 -0.289 1.669 0.2751
H -1.676 0.640 -1.152 0.2202
H -3.125 -0.245 -1.428 0.2234
H -3.255 1.324 -0.570 0.2641
C -0.193 -2.537 0.860 0.0818
C 0.597 -3.673 0.663 -0.2394
C 1.659 -3.601 -0.240 -0.1470
C 1.918 -2.390 -0.884 -0.2126
H -1.023 -2.547 1.574 0.2170
H 0.360 -4.577 1.218 0.2351
H 2.290 -4.465 -0.439 0.2301
H 2.749 -2.268 -1.567 0.2199
N 0.026 -1.389 0.203 -0.5177
C 1.095 -1.277 -0.622 0.1681
C 1.413 0.076 -1.109 0.1703
N 0.579 1.080 -0.717 -0.5302
C 0.909 2.358 -0.977 0.0849
C 2.900 1.681 -2.139 -0.1456
C 2.056 2.703 -1.689 -0.2413
H 0.224 3.108 -0.576 0.2490
H 2.268 3.754 -1.870 0.2341
C 2.572 0.361 -1.840 -0.2193
H 3.213 -0.468 -2.136 0.2172
H 3.802 1.903 -2.701 0.2284
Zn -1.103 0.510 0.530 1.6717
C -1.599 2.519 0.872 -1.3744
H -1.854 3.056 -0.051 0.1624
H -0.735 2.980 1.361 0.2011
H -2.456 2.519 1.561 0.2010
Se 1.057 0.304 4.932 -0.2525
C 0.153 0.422 3.446 0.1364
N -0.443 0.493 2.427 -0.8015
```

***

[6]
This record from OMol25 describes C14H17N5O3S in the gas phase. The level of theory is ωB97M-V/def2-TZVPD.

Computed properties:
Total energy (eV): -39221.719
LUMO (eV): 0.2
Strongest force on any atom (eV/A): 3.3
Orbital gap (eV): 8.2
Structure (SMILES): CS(=O)(=O)N1CCC[C@H](n2c(=O)[nH]c3c[nH]c4nccc-4c32)C1
Energy above the lowest of the compared OMol25 structures with the same formula, charge and spin (kJ/mol): 37.4

The geometry in XYZ format:
```
40
Properties=species:S:1:pos:R:3:nbo_charge:R:1
C -1.875 -1.267 3.976 -0.8797
S -3.044 -0.607 2.834 2.2527
O -3.412 0.770 3.205 -0.9213
O -4.160 -1.549 2.688 -0.9433
N -2.184 -0.643 1.292 -0.6748
C -2.407 -1.861 0.503 -0.2095
C -1.446 -1.894 -0.670 -0.4118
C -1.247 -0.583 -1.365 -0.4186
C -0.807 0.508 -0.363 -0.0218
N 0.626 0.409 0.059 -0.4521
C 1.191 0.066 1.307 0.7872
O 0.678 -0.089 2.372 -0.6294
N 2.555 0.015 1.250 -0.5963
C 2.923 0.458 -0.020 0.0401
C 4.159 0.620 -0.564 -0.0204
N 4.264 1.137 -1.852 -0.4985
C 3.139 1.440 -2.588 0.3485
N 3.027 1.858 -3.836 -0.5289
C 1.650 1.981 -4.103 0.0047
C 0.857 1.608 -3.034 -0.3658
C 1.817 1.205 -2.036 -0.1748
C 1.697 0.705 -0.755 0.3081
C -1.817 0.669 0.763 -0.2246
H -2.397 -1.464 4.906 0.2523
H -1.465 -2.217 3.639 0.2494
H -1.069 -0.534 4.129 0.2731
H -3.424 -1.865 0.092 0.1893
H -2.311 -2.771 1.106 0.2208
H -0.460 -2.221 -0.317 0.1993
H -1.771 -2.620 -1.421 0.2234
H -2.170 -0.269 -1.830 0.2147
H -0.497 -0.677 -2.172 0.2339
H -0.843 1.477 -0.871 0.2214
H 3.104 0.175 2.079 0.4262
H 5.029 0.401 0.046 0.2217
H 5.178 1.173 -2.340 0.4319
H 1.193 2.403 -5.006 0.2051
H -0.233 1.580 -2.990 0.2205
H -2.673 1.181 0.315 0.1978
H -1.377 1.289 1.571 0.2495
```